--- one ---
An isolated molecule of C6H6O3. Source: the Open Molecules 2025 dataset; level of theory: ωB97M-V/def2-TZVPD.

The value obtained for the HOMO-LUMO gap is 9.6 eV. Its SMILES is O=C1COC=C[C@]12CO2. Its net charge is 0. The value obtained for the LUMO energy is 0.6249 eV.

Structure (XYZ):
```
15
Properties=species:S:1:pos:R:3:lowdin_charge:R:1
O -0.677 -2.396 -0.291 0.15
C 0.019 -1.449 -0.100 -0.21
C 1.406 -1.167 0.229 -0.16
O 2.033 -0.213 -0.570 -0.05
C 1.442 1.014 -0.533 -0.13
C 0.206 1.251 -0.148 -0.06
C -0.765 0.235 -0.179 -0.30
C -2.117 0.353 0.430 -0.10
O -1.954 0.311 -0.944 0.01
H 1.329 -0.720 1.312 0.19
H 1.996 -2.141 0.158 0.16
H 2.162 1.871 -0.846 0.16
H -0.003 2.329 -0.131 0.13
H -2.471 -0.532 0.837 0.09
H -2.606 1.253 0.775 0.12
```



--- two ---
An isolated molecule of C6H6O3. Source: the Open Molecules 2025 dataset; level of theory: ωB97M-V/def2-TZVPD.

The value obtained for the HOMO-LUMO gap is 8.2 eV. Its SMILES is O=C=C/C=C(O)\C=C/O. Its net charge is 0. The value obtained for the LUMO energy is 0.5119 eV.

Structure (XYZ):
```
15
Properties=species:S:1:pos:R:3:lowdin_charge:R:1
O -0.023 -1.455 2.545 0.19
C -0.272 -1.344 1.411 -0.20
C -0.632 -1.570 0.157 -0.10
C -0.745 -0.621 -0.919 -0.08
C -0.426 0.698 -0.888 -0.35
O -0.754 1.537 -1.923 0.04
C 0.176 1.383 0.233 -0.03
C 1.162 0.874 0.996 -0.19
O 1.976 -0.158 0.663 0.02
H -0.961 -2.582 -0.044 0.12
H -1.203 -1.013 -1.820 0.11
H -1.264 1.060 -2.588 0.10
H -0.238 2.350 0.477 0.12
H 1.522 1.386 1.877 0.13
H 1.683 -0.544 -0.176 0.10
```



Sorted by energy, starting with the most stable: two, one.



--- one ---
A 2-piece molecular cluster, C5H16NO overall. Source: the Open Molecules 2025 dataset; level of theory: ωB97M-V/def2-TZVPD.

The value obtained for the HOMO-LUMO gap is 11.4 eV. Its net charge is +1. The value obtained for the LUMO energy is -3.3714 eV.

Structure (XYZ):
```
23
Properties=species:S:1:pos:R:3:lowdin_charge:R:1
C -1.206 -0.741 1.661 -0.02
C -0.647 -0.685 0.241 -0.34
C 0.368 0.392 0.023 -0.20
C 0.921 0.530 -1.397 -0.22
C -0.177 0.461 -2.489 -0.10
N -0.082 -2.062 -0.136 0.23
H -1.881 -1.591 1.772 0.09
H -1.858 0.115 1.759 0.10
H -0.427 -0.704 2.411 0.09
H -1.500 -0.632 -0.435 0.14
H -0.067 1.310 0.429 0.12
H 1.180 0.396 0.759 0.12
H 1.431 1.485 -1.479 0.11
H 1.633 -0.277 -1.595 0.10
H 0.174 1.080 -3.324 0.08
H -0.260 -0.527 -2.944 0.07
H -1.124 0.921 -2.204 0.08
H -0.829 -2.738 -0.290 0.17
H 0.535 -2.500 0.565 0.18
H 0.517 -2.007 -0.966 0.15
H 0.423 2.970 2.497 0.05
H 1.868 2.601 2.660 0.05
O 1.009 2.202 2.481 -0.05
```



--- two ---
A 3-piece molecular cluster, C5H16NO overall. Source: the Open Molecules 2025 dataset; level of theory: ωB97M-V/def2-TZVPD.

The value obtained for the HOMO-LUMO gap is 4.8 eV. Its net charge is +1. The value obtained for the LUMO energy is -9.8472 eV.

Structure (XYZ):
```
23
Properties=species:S:1:pos:R:3:lowdin_charge:R:1
C -0.888 -0.235 2.027 -0.07
C 0.326 -0.934 1.428 -0.15
C 1.433 0.007 0.998 -0.18
C 1.158 0.701 -0.320 -0.23
C 1.437 -0.251 -1.477 -0.08
N -1.689 1.413 -1.589 0.21
H -0.592 0.330 2.903 0.10
H -1.396 0.409 1.300 0.07
H -1.643 -0.971 2.330 0.10
H 0.715 -1.677 2.106 0.13
H 2.403 -0.486 0.950 0.13
H 1.581 0.761 1.782 0.16
H 1.701 1.643 -0.396 0.13
H 0.069 0.910 -0.395 0.07
H 2.456 -0.620 -1.436 0.09
H 1.324 0.276 -2.415 0.09
H 0.754 -1.081 -1.491 0.05
H -1.678 0.415 -1.296 -0.02
H -0.096 -1.445 0.435 0.17
H -1.678 1.525 -2.609 0.09
H -2.481 1.930 -1.201 0.09
H -1.930 -1.660 -0.935 0.10
O -1.288 -0.958 -0.700 -0.04
```



Sorted by energy, starting with the most stable: one, two.



--- one ---
An isolated molecule of C20H22N2O4S. Source: the Open Molecules 2025 dataset; level of theory: ωB97M-V/def2-TZVPD.

The value obtained for the HOMO-LUMO gap is 8.8 eV. Its SMILES is CCOc1ccccc1N1C(=O)CN(Cc2ccc(OC)c(OC)c2)C1=S. Its net charge is 0. The value obtained for the LUMO energy is 0.6700 eV.

Structure (XYZ):
```
49
Properties=species:S:1:pos:R:3:lowdin_charge:R:1
C 3.103 3.101 -1.485 -0.06
C 2.189 2.820 -0.299 -0.23
O 2.047 1.433 -0.053 -0.05
C 3.122 0.714 0.360 -0.20
C 4.246 1.221 1.003 -0.01
C 5.240 0.368 1.451 -0.08
C 5.140 -0.999 1.267 -0.08
C 4.038 -1.520 0.611 -0.03
C 3.046 -0.673 0.156 -0.16
N 1.917 -1.182 -0.533 0.05
C 1.560 -0.795 -1.801 -0.38
O 2.189 -0.088 -2.541 0.12
C 0.233 -1.487 -2.072 -0.01
N 0.018 -2.264 -0.881 -0.10
C -1.257 -2.882 -0.594 -0.12
C -2.308 -1.829 -0.352 -0.22
C -3.294 -1.556 -1.277 -0.05
C -4.212 -0.539 -1.046 -0.01
C -4.143 0.227 0.104 -0.20
O -4.984 1.247 0.422 -0.06
C -6.027 1.556 -0.469 -0.08
C -3.127 -0.042 1.053 -0.19
O -3.121 0.755 2.153 -0.06
C -2.128 0.534 3.126 -0.07
C -2.230 -1.064 0.812 0.03
C 0.975 -2.024 0.035 -0.75
S 1.057 -2.633 1.553 0.72
H 4.135 2.854 -1.247 0.07
H 2.793 2.491 -2.329 0.07
H 3.044 4.152 -1.756 0.08
H 2.532 3.343 0.603 0.11
H 1.170 3.150 -0.521 0.12
H 4.344 2.282 1.174 0.11
H 6.100 0.783 1.954 0.11
H 5.915 -1.657 1.625 0.10
H 3.940 -2.583 0.451 0.11
H -0.563 -0.748 -2.226 0.15
H 0.297 -2.118 -2.965 0.15
H -1.530 -3.519 -1.439 0.13
H -1.115 -3.500 0.297 0.10
H -3.367 -2.137 -2.185 0.11
H -4.978 -0.352 -1.782 0.10
H -6.708 0.709 -0.603 0.10
H -5.644 1.873 -1.445 0.10
H -6.568 2.383 -0.011 0.09
H -1.123 0.674 2.717 0.10
H -2.309 1.278 3.901 0.09
H -2.204 -0.467 3.560 0.10
H -1.453 -1.291 1.523 0.07
```



--- two ---
C20H22N2O4S as an isolated structure. Source: the Open Molecules 2025 dataset; level of theory: ωB97M-V/def2-TZVPD.

The value obtained for the HOMO-LUMO gap is 8.7 eV. Its net charge is 0. The value obtained for the LUMO energy is 0.4077 eV.

Structure (XYZ):
```
49
Properties=species:S:1:pos:R:3:lowdin_charge:R:1
C -6.150 -1.008 0.020 0.03
C -4.791 -0.323 0.401 -0.30
O -4.768 0.449 1.383 0.06
C -3.674 -0.529 -0.461 -0.20
C -2.674 0.254 -0.439 -0.07
C -1.589 0.222 -0.981 -0.31
C -1.484 -0.892 -1.748 -0.03
C -2.435 -1.666 -2.175 -0.02
C -3.638 -1.532 -1.421 0.05
H -4.327 -2.337 -1.453 0.11
H -2.353 -2.315 -2.717 -0.02
H -0.582 -0.773 -2.579 0.18
N -0.431 1.010 -1.051 0.20
C -0.339 2.422 -0.171 -0.38
O -1.265 2.768 0.346 0.21
C 0.912 3.045 -0.168 -0.16
C 2.135 2.176 -0.976 -0.16
N 2.337 1.061 -0.225 -0.27
S 2.918 -0.120 -1.245 0.63
O 1.845 -0.208 -2.159 -0.28
O 4.165 -0.270 -1.591 -0.17
C 2.313 -1.456 0.114 -0.24
C 3.396 -2.382 0.288 0.04
C 3.040 -3.495 1.261 -0.07
C 1.839 -3.464 1.412 -0.28
C 0.959 -2.657 1.361 -0.18
C 1.180 -1.815 0.515 -0.18
H 0.470 -0.718 0.254 0.21
H -0.186 -2.788 1.924 0.22
H 1.642 -4.492 2.390 0.20
H 3.863 -4.179 1.259 0.11
H 4.340 -2.416 -0.355 0.12
C 2.980 1.393 1.014 -0.18
H 3.174 0.258 1.415 0.16
C 1.880 2.032 1.842 -0.08
C 1.506 3.583 1.172 0.00
H 0.675 3.846 1.522 0.02
H 2.295 4.106 1.357 0.05
H 2.319 2.380 2.830 0.12
H 0.933 1.577 2.083 0.11
H 3.954 1.867 1.071 0.13
H 1.701 2.157 -1.818 0.05
H 2.898 2.933 -1.030 0.14
H 0.725 3.884 -0.776 0.14
H 0.244 0.948 -1.552 -0.08
H -2.671 1.181 0.397 0.20
H -6.281 -0.942 -1.082 0.11
H -6.917 -0.786 0.545 0.01
H -6.081 -1.987 -0.001 0.02
```



Sorted by energy, starting with the most stable: one, two.



--- one ---
A 2-piece molecular cluster, C4H11N2O2 overall. Source: the Open Molecules 2025 dataset; level of theory: ωB97M-V/def2-TZVPD.

The value obtained for the HOMO-LUMO gap is 9.5 eV. Its net charge is +1. The value obtained for the LUMO energy is -3.2608 eV.

Structure (XYZ):
```
19
Properties=species:S:1:pos:R:3:lowdin_charge:R:1
O 1.153 0.556 -0.603 0.09
C 1.861 -0.336 -0.194 -0.49
O 1.573 -1.662 -0.477 0.07
C 3.064 -0.285 0.673 0.03
H 1.247 -1.614 -1.390 0.12
H 3.901 -0.878 0.255 0.11
H 2.813 -0.593 1.702 0.12
H 3.433 0.763 0.646 0.11
C -1.839 1.169 0.397 -0.16
C -2.013 -0.113 -0.038 -0.12
N -1.051 -0.929 -0.758 0.13
N -2.858 1.883 0.999 0.07
H -0.889 1.696 0.342 0.12
H -3.012 -0.558 0.083 0.12
H -1.391 -1.292 -1.669 0.19
H -0.229 -0.288 -0.942 0.09
H -0.631 -1.665 -0.143 0.17
H -3.615 1.351 1.457 0.12
H -2.516 2.632 1.579 0.10
```



--- two ---
A 2-piece molecular cluster, C4H11N2O2 overall. Source: the Open Molecules 2025 dataset; level of theory: ωB97M-V/def2-TZVPD.

The value obtained for the HOMO-LUMO gap is 10.3 eV. Its net charge is +1. The value obtained for the LUMO energy is -3.5993 eV.

Structure (XYZ):
```
19
Properties=species:S:1:pos:R:3:lowdin_charge:R:1
N 2.212 -0.441 0.386 0.17
C 1.481 -0.979 1.440 -0.67
O 1.004 -0.052 2.298 0.10
O 1.233 -2.140 1.581 0.11
H 1.677 0.279 -0.056 0.04
H 2.416 -1.170 -0.271 0.11
H 1.514 0.761 2.208 0.12
C 0.200 1.545 -1.575 -0.06
C -0.838 0.920 -0.697 -0.12
C -1.107 -0.378 -0.671 -0.09
N -2.099 -0.879 0.315 0.22
H 0.659 0.818 -2.236 0.09
H -0.212 2.354 -2.175 0.10
H 0.957 2.014 -0.942 0.09
H -1.388 1.523 0.022 0.13
H -0.682 -1.159 -1.283 0.14
H -2.688 -0.106 0.628 0.17
H -2.708 -1.584 -0.085 0.17
H -1.632 -1.325 1.112 0.17
```



Sorted by energy, starting with the most stable: two, one.



--- one ---
An isolated ion of composition C4H6NO and charge +1. Source: the Open Molecules 2025 dataset; level of theory: ωB97M-V/def2-TZVPD.

The value obtained for the HOMO-LUMO gap is 9.8 eV. Its net charge is +1. The value obtained for the LUMO energy is -4.2975 eV.

Structure (XYZ):
```
12
Properties=species:S:1:pos:R:3:lowdin_charge:R:1
C -0.295 -0.750 -1.853 -0.18
C 1.369 -1.297 -0.355 0.17
C -0.412 0.423 0.183 0.01
C -0.402 1.087 1.438 0.04
N -0.640 0.160 -0.932 0.16
O 0.858 -1.466 -1.487 0.01
H -0.180 -0.271 -2.839 0.17
H -1.148 -1.469 -1.927 0.19
H 2.142 -1.953 -0.164 0.05
H -0.032 0.320 2.164 0.14
H 0.406 1.861 1.564 0.15
H -1.406 1.276 1.477 0.08
```



--- two ---
An isolated ion of composition C4H6NO and charge +1. Source: the Open Molecules 2025 dataset; level of theory: ωB97M-V/def2-TZVPD.

The value obtained for the HOMO-LUMO gap (spin up / spin down) is 8.3 / 8.3 eV. Its net charge is +1. The value obtained for the LUMO energy (spin up / spin down) is -5.7746 / -5.7772 eV.

Structure (XYZ):
```
12
Properties=species:S:1:pos:R:3:lowdin_charge:R:1
C 0.778 0.536 0.111 0.05
C 0.156 -0.679 0.391 -0.22
C 1.674 1.439 -0.120 0.13
C -1.133 -1.054 -0.216 -0.01
N -1.638 1.275 0.187 0.23
O -2.136 0.255 -0.101 -0.02
H 0.734 -1.462 -0.040 0.16
H 0.183 -0.872 1.466 0.16
H 2.717 1.289 -0.358 0.12
H 1.308 2.423 -0.221 0.09
H -0.925 -1.308 -1.323 0.17
H -1.717 -1.841 0.225 0.13
```



Sorted by energy, starting with the most stable: one, two.